131
Properties=species:S:1:pos:R:3:lowdin_charge:R:1 method="wB97M-V/def2-TZVPD" homo_energy_ha=-0.390 molar_mass_g_mol=883.6 total_charge=+1 de_lowest_kcal_mol=252.1 e_lumo_ev=-7.86
H 8.008 8.952 14.734 0.123
H -1.899 1.154 7.013 0.086
H 8.300 2.503 11.009 0.074
O 2.488 3.283 13.593 -0.015
H 5.450 8.637 12.651 0.056
H -3.080 -0.463 5.489 0.122
H -5.444 2.392 12.800 0.094
H -4.240 5.144 11.993 0.126
H 4.292 0.846 13.172 0.081
C 0.852 9.580 16.111 -0.163
H 1.509 7.297 17.804 0.087
O -5.446 -3.705 15.279 -0.213
N 6.402 3.426 9.413 0.024
H -3.048 -1.697 14.084 0.070
C -5.169 -5.024 15.775 -0.097
H -0.131 7.551 17.300 0.086
O 9.181 5.568 8.678 -0.200
H 0.188 12.126 14.610 0.081
H 7.126 -3.711 10.650 0.085
H 8.529 2.241 9.355 0.085
H 9.398 -1.804 6.408 0.073
C 9.540 6.582 7.706 -0.080
H 8.000 10.290 11.358 0.083
H 0.688 1.802 12.350 0.074
C -4.089 4.772 13.007 -0.230
C 7.460 8.842 13.798 -0.155
N -3.931 -3.647 11.869 0.045
H -5.701 -5.760 15.172 0.089
H -6.475 0.070 5.879 0.068
H -5.377 -5.094 16.843 0.090
O 1.174 8.201 15.877 -0.315
C 2.408 1.887 13.769 -0.472
C -2.835 -2.751 13.908 -0.069
H -4.938 3.165 11.181 0.095
C 1.578 1.238 12.628 -0.038
H -6.306 -0.239 7.362 0.061
H -2.698 -0.171 7.983 0.083
H 5.725 -2.277 7.584 0.116
H 1.787 1.735 14.652 0.165
H -4.152 1.735 11.933 0.086
C 7.623 4.093 9.649 -0.483
H 3.440 0.018 14.489 0.084
H 8.247 4.195 7.495 0.135
Hg 1.597 6.830 12.955 0.758
H -2.934 1.544 8.484 0.081
H -2.645 7.782 14.228 0.069
H -3.135 -4.229 11.647 0.074
H 6.981 11.587 11.879 0.086
C 1.373 10.351 14.816 -0.401
H 9.412 6.324 6.655 0.086
O -3.960 0.932 6.925 -0.213
H -0.344 10.253 13.761 0.070
H 8.055 8.380 13.010 0.130
H 1.382 10.003 16.965 0.122
C 6.278 8.022 14.339 -0.436
H 1.206 0.220 12.748 0.091
H 10.467 7.146 7.812 0.085
H 9.583 3.424 10.261 0.084
C 6.679 -2.925 10.042 -0.084
C -3.359 7.161 13.686 -0.063
C -2.733 0.868 7.653 -0.098
C -4.966 -1.259 6.295 -0.420
C 3.665 0.990 14.052 -0.041
H -2.265 6.041 11.835 0.070
H -5.908 -2.864 4.991 0.078
H 9.445 -3.214 5.502 0.070
H -4.318 7.262 14.193 0.076
O -3.635 3.474 12.753 -0.204
H -4.230 -2.739 4.743 0.078
H 5.655 -3.294 10.090 0.078
C 8.577 3.036 10.099 -0.062
H 8.487 11.278 12.795 0.089
H -0.216 9.642 16.320 0.124
H 7.056 6.038 14.155 0.081
H 6.868 -1.911 10.395 0.087
H 6.980 -3.772 6.116 0.137
H 2.405 10.066 14.608 0.129
H -5.016 4.864 13.572 0.135
O 7.162 -3.120 8.709 -0.200
H 9.361 -3.321 7.248 0.071
H -5.886 -4.119 13.301 0.113
C 8.047 4.807 8.374 -0.218
O 6.933 10.076 13.230 -0.224
H 7.163 -1.243 7.688 0.114
H -3.521 7.695 12.749 0.081
H 6.028 3.191 10.321 0.071
H 5.603 3.857 8.970 0.075
H 5.603 6.123 15.122 0.078
C 6.534 6.643 14.897 -0.062
C -4.017 -0.088 5.901 -0.198
H -3.674 -4.703 13.707 0.122
H 7.087 6.708 15.834 0.083
N 0.596 9.905 13.642 0.015
C 0.860 7.294 16.928 -0.101
C 7.662 10.820 12.248 -0.087
C -3.025 5.667 13.640 -0.405
H -5.634 -2.393 13.579 0.127
H -4.099 -5.195 15.657 0.067
C 8.954 -2.800 6.382 -0.062
H 7.296 5.541 8.082 0.118
H 0.917 10.442 12.848 0.070
H 0.916 6.311 16.461 0.079
H 6.721 -1.079 5.724 0.060
C -5.084 -2.157 5.090 -0.091
C -4.647 2.689 12.117 -0.073
H -4.477 0.446 5.069 0.119
H 4.205 1.474 14.867 0.075
H -2.629 -2.994 14.950 0.070
H -1.961 4.636 12.525 0.055
H -4.670 -1.793 7.197 0.137
H -5.444 -1.460 4.333 0.075
C -3.894 -3.709 13.318 -0.461
N 6.983 -1.920 5.230 0.031
H -3.690 -2.677 11.724 0.067
N -6.330 -0.729 6.479 0.030
H 8.808 7.364 7.903 0.075
H 6.063 -2.218 4.938 0.075
H 7.536 4.884 10.394 0.132
C 1.195 11.875 14.945 -0.050
H 5.704 7.063 12.648 0.064
H 2.155 1.347 11.710 0.085
H 5.737 8.623 15.070 0.138
C 7.416 -2.784 6.262 -0.436
H -2.634 5.266 14.576 0.145
H 1.498 12.204 15.939 0.083
N 5.353 7.813 13.226 0.033
N -1.922 5.632 12.692 0.020
C -5.283 -3.390 13.843 -0.159
H 1.901 12.254 14.206 0.080
C 6.813 -2.275 7.653 -0.216
H -1.854 -2.679 13.438 0.066

132
Properties=species:S:1:pos:R:3:lowdin_charge:R:1 method="wB97M-V/def2-TZVPD" homo_energy_ha=-0.299 molar_mass_g_mol=1017.2 e_lumo_ev=0.46
C -15.140 -3.505 8.161 -0.211
H -24.524 -4.394 6.331 0.032
H -15.692 -9.527 5.706 0.119
H -22.473 -8.160 3.990 0.032
H -24.241 -4.093 2.527 0.064
Pb -20.976 -3.238 5.693 1.000
H -21.368 -6.960 12.756 0.105
H -24.241 -8.705 5.117 0.148
H -25.940 -3.704 10.494 0.092
H -16.169 -5.904 8.657 0.027
H -24.462 -4.523 10.938 0.102
H -18.537 -6.939 12.916 0.061
H -25.409 -5.660 5.456 0.093
H -24.605 -6.745 8.508 0.059
H -18.468 -8.141 7.941 0.075
H -24.452 -3.078 9.790 0.071
C -19.760 -7.566 11.414 -0.466
H -22.824 -2.240 11.469 0.096
H -20.519 -6.172 4.985 0.025
H -17.547 -5.476 9.506 0.039
H -25.787 -7.843 9.162 0.103
C -23.309 -0.137 12.755 -0.049
N -22.673 -1.602 7.404 -0.006
H -21.414 0.448 9.747 0.047
C -24.728 -7.772 8.791 -0.088
H -18.470 -3.272 9.177 0.068
H -14.245 -7.546 5.293 0.091
C -17.948 -2.265 3.296 -0.054
H -22.486 -2.356 8.093 -0.015
C -19.831 -4.404 11.729 -0.094
H -17.349 -1.948 8.510 0.069
N -18.723 -7.793 12.409 0.044
C -21.639 -0.420 9.262 -0.038
H -22.146 -2.403 14.869 0.065
H -23.226 -3.604 12.416 0.094
H -16.970 -4.210 7.320 0.130
O -22.683 -3.687 4.548 -0.527
H -24.748 -5.781 2.926 0.076
C -20.988 0.119 6.930 -0.248
C -17.415 -2.903 9.043 -0.075
H -19.905 -9.593 10.661 0.073
H -19.334 -6.777 2.167 0.079
H -16.129 -8.587 7.081 0.106
H -19.379 -7.146 10.441 0.129
C -23.324 -8.310 7.007 -0.264
N -22.134 -8.562 4.824 0.049
H -23.618 -1.511 7.086 0.077
H -19.023 -8.574 13.046 0.093
H -17.462 -2.658 2.366 0.089
H -22.480 -0.888 9.836 0.074
N -17.808 -10.613 6.685 0.032
C -22.115 -0.294 7.821 -0.383
H -13.127 -2.073 7.834 0.095
H -17.285 -1.606 3.930 0.096
H -19.200 -3.669 12.238 0.093
C -18.705 0.016 6.598 -0.056
H -23.161 0.597 13.505 0.062
C -23.269 -10.524 5.809 -0.072
O -24.783 -2.620 11.712 -0.174
H -23.388 -10.926 4.770 0.092
H -20.662 1.077 7.117 0.092
O -20.059 -5.500 12.615 -0.216
C -23.552 -4.806 4.405 -0.581
H -13.643 -1.275 6.365 0.069
H -18.749 -10.987 6.832 0.071
C -24.879 -3.510 10.683 -0.144
H -20.850 -5.494 3.559 0.094
H -18.170 0.467 7.317 0.050
H -23.089 -5.380 2.432 0.059
H -19.687 -9.022 7.131 0.028
C -20.745 -6.602 12.018 -0.217
C -24.793 -4.707 5.344 -0.062
H -21.127 0.101 5.838 0.124
H -21.451 -9.295 4.593 0.065
C -23.331 -9.013 5.689 -0.401
C -18.880 -8.392 6.958 -0.023
H -14.655 -3.167 9.142 0.146
H -19.129 -7.902 3.434 0.032
H -21.418 -8.537 10.503 0.092
H -25.449 -3.958 4.879 0.074
C -23.313 -1.539 13.343 -0.362
H -18.317 -6.059 4.943 0.113
H -22.918 0.443 7.676 0.148
C -23.480 -2.608 12.256 -0.206
N -20.246 -5.389 4.399 -0.019
H -20.806 -1.123 9.344 0.092
O -18.264 -3.460 4.118 -0.278
H -22.467 -8.511 7.607 0.098
H -22.317 -10.817 6.333 0.090
H -19.178 -7.465 6.516 0.026
H -23.059 -5.727 4.701 0.079
C -23.972 -5.026 2.949 -0.057
H -21.440 -6.128 11.350 0.093
H -19.007 0.700 5.815 0.093
O -15.019 -2.476 7.191 -0.199
H -19.372 -4.648 10.773 0.035
H -24.069 -10.829 6.485 0.072
H -15.063 -6.594 6.568 0.076
C -18.839 -5.790 4.051 -0.401
H -17.241 -11.268 6.163 0.067
H -23.220 -7.188 6.876 0.046
O -19.820 -0.635 7.272 -0.274
C -13.686 -2.189 6.881 -0.125
H -24.054 -1.658 14.100 0.120
H -21.519 -1.006 14.404 0.063
C -16.633 -3.952 8.331 -0.374
H -24.135 -8.110 9.590 0.061
H -18.601 -4.631 2.337 0.144
H -20.828 -9.272 12.089 0.083
C -20.520 -8.830 11.127 -0.073
H -14.988 -5.979 4.933 0.081
H -18.892 -1.783 2.982 0.084
H -20.831 -3.973 11.600 0.069
H -17.133 -4.990 3.268 0.116
H -13.161 -2.978 6.352 0.083
C -18.831 -6.971 3.101 -0.053
N -16.588 -5.222 9.264 0.061
C -15.087 -6.884 5.506 -0.113
I -21.413 -5.085 7.947 0.132
H -16.944 -2.711 10.041 0.101
C -17.881 -9.276 6.066 -0.356
H -17.745 -7.116 2.798 0.109
N -21.966 -1.853 14.025 0.030
O -24.576 -8.596 7.622 -0.184
C -18.143 -4.653 3.361 -0.240
H -18.204 -9.137 5.043 0.100
O -16.278 -7.568 5.275 -0.204
H -24.263 0.057 12.353 0.067
H -18.104 -0.804 6.225 0.079
H -22.511 -0.056 11.987 0.078
H -14.514 -4.314 7.782 0.102
C -16.383 -8.760 6.059 -0.176

126
Properties=species:S:1:pos:R:3:lowdin_charge:R:1 method="wB97M-V/def2-TZVPD" homo_energy_ha=-0.347 molar_mass_g_mol=633.0 de_lowest_kcal_mol=87.3 e_lumo_ev=0.24 smiles=CC(C)O.CC(C)O.CC(C)O.CC(C)O.CC(C)O.CC(C)O.CC(C)O.CC(C)O.CC(C)O.CCO.CCO
H 12.084 3.606 8.639 0.049
O 17.204 3.251 7.475 -0.058
C 17.161 0.748 9.520 -0.032
C 17.270 8.043 14.169 -0.030
H 12.517 0.121 10.890 0.103
C 16.246 3.608 6.600 -0.489
C 10.523 4.053 7.284 -0.435
H 16.502 5.738 6.534 0.062
C 17.364 4.351 14.610 -0.031
H 14.309 2.696 6.055 0.075
C 18.275 6.414 9.781 -0.341
C 7.866 5.548 13.363 -0.403
H 18.797 1.957 13.665 0.078
C 18.902 6.331 8.361 -0.064
C 15.683 0.753 11.685 -0.028
C 15.735 5.077 6.938 -0.024
C 12.955 4.693 11.176 -0.250
O 16.175 2.649 10.447 -0.094
H 9.517 2.201 12.674 0.073
C 18.685 2.811 12.998 -0.041
H 12.985 4.851 15.638 0.081
C 10.865 0.822 11.686 -0.455
H 12.439 1.243 18.217 0.078
H 13.474 6.800 10.771 0.065
H 11.572 2.203 7.715 0.077
C 15.941 1.281 10.246 -0.462
C 8.755 5.638 12.094 -0.064
C 13.330 3.823 15.753 -0.048
H 19.183 7.333 8.036 0.069
H 19.843 5.783 8.419 0.073
O 13.456 3.394 10.791 -0.116
O 9.587 3.259 6.532 -0.081
H 11.282 11.533 10.805 0.082
H 18.163 7.792 13.598 0.081
H 11.765 3.894 18.393 0.087
C 9.955 0.026 10.720 -0.039
H 14.702 2.940 7.812 0.061
H 15.408 -0.302 11.685 0.076
H 10.251 -1.003 10.516 0.080
H 7.873 3.378 13.555 0.062
H 9.705 0.520 9.780 0.074
H 10.730 2.712 9.219 0.049
H 9.091 5.046 8.595 0.071
H 14.893 1.363 12.123 0.069
H 16.590 0.812 12.287 0.069
H 14.346 3.910 16.139 0.078
H 14.822 5.651 10.335 0.054
C 12.415 3.173 16.773 -0.478
H 14.865 9.445 14.479 0.087
H 17.906 5.415 10.013 0.089
H 9.806 5.426 12.288 0.061
H 14.779 5.195 6.428 0.073
H 9.001 10.752 11.772 0.082
C 11.316 9.255 10.925 -0.059
H 11.091 0.100 12.470 0.135
H 11.378 8.246 11.334 0.059
H 13.914 8.509 13.225 0.070
C 8.051 4.255 14.178 -0.058
C 16.019 8.139 13.246 -0.483
O 15.727 6.955 12.531 -0.074
C 15.067 2.624 6.835 -0.043
H 9.449 10.567 13.524 0.070
H 10.471 2.828 11.313 0.062
C 12.829 1.795 17.362 -0.053
H 8.648 6.644 11.687 0.069
H 13.917 1.841 17.388 0.073
H 15.276 2.988 10.437 0.051
O 6.560 5.484 12.704 -0.091
H 6.409 4.678 12.206 0.078
H 16.361 6.289 12.808 0.043
H 11.209 2.691 12.827 0.084
H 17.143 -0.327 9.340 0.084
H 16.697 3.589 5.608 0.138
H 8.945 -0.057 11.123 0.074
C 9.925 5.299 7.941 -0.039
H 7.993 6.409 14.018 0.135
H 8.404 5.003 11.281 0.071
H 16.653 6.875 10.610 0.035
H 11.358 3.119 16.513 0.125
O 11.473 11.478 11.744 -0.050
H 15.076 1.218 9.586 0.127
H 17.451 1.259 8.602 0.067
H 17.439 9.035 14.588 0.076
H 12.138 9.518 10.259 0.079
C 13.747 5.800 10.435 -0.048
C 14.750 8.514 13.924 -0.062
H 9.174 9.160 12.701 0.059
H 19.112 6.672 10.430 0.110
H 19.487 3.527 13.178 0.082
H 18.001 5.235 14.611 0.069
H 17.006 4.021 11.460 0.045
H 12.747 1.090 16.535 0.063
H 11.905 4.666 10.887 0.085
H 16.481 2.891 13.197 0.113
C 11.211 3.048 8.301 -0.029
H 16.128 8.906 12.480 0.135
C 9.545 10.168 12.515 -0.049
H 14.527 7.723 14.639 0.079
H 17.964 0.844 10.250 0.074
H 10.413 9.298 10.316 0.070
H 12.800 2.723 10.994 0.024
C 11.072 10.203 12.160 -0.466
H 18.885 2.445 11.991 0.069
O 12.082 0.972 10.975 -0.082
H 18.247 5.893 7.609 0.036
H 7.476 4.258 15.104 0.081
H 16.361 4.674 14.889 0.060
C 17.361 3.529 13.278 -0.447
H 9.502 5.853 7.102 0.079
H 13.394 5.747 9.405 0.061
H 15.696 5.197 8.021 0.064
H 9.115 4.148 14.392 0.062
H 16.896 3.277 8.384 0.057
O 17.145 4.502 12.280 -0.091
H 9.951 2.811 5.765 0.082
H 15.387 1.596 7.001 0.074
H 17.147 7.439 15.068 0.072
H 13.052 4.810 12.256 0.103
H 17.642 3.670 15.415 0.078
H 11.649 9.859 13.018 0.121
O 12.558 4.058 17.876 -0.074
H 10.653 5.856 8.531 0.072
C 10.492 2.176 12.187 -0.034
H 13.269 3.363 14.767 0.069
O 17.119 7.149 9.817 -0.058
H 11.183 4.313 6.456 0.127